1.
# C26H29Cl63F2IO3S2

A cluster of 22 separate species, C26H29Cl63F2IO3S2 in total in a non-equilibrium geometry (wB97M-V/def2-TZVPD, the Open Molecules 2025 dataset).

Last column: Löwdin charge in e.
Atoms and positions in Å:
C (6.400, -2.707, -1.496)  -0.14
C (5.539, -1.592, -0.886)  -0.78
I (6.643, -0.652, 0.709)  0.97
C (5.254, -0.493, -1.927)  -0.47
S (3.513, -0.218, -2.331)  1.11
C (2.764, -1.802, -2.768)  -0.20
C (2.332, -2.689, -1.621)  -0.51
O (2.901, -3.675, -1.306)  0.19
F (1.229, -2.272, -1.009)  0.11
S (2.752, 0.529, -0.482)  0.52
O (3.804, 1.418, -0.117)  -0.28
O (1.427, 0.962, -0.747)  -0.28
F (2.777, -0.703, 0.445)  -0.12
H (6.204, -3.648, -0.981)  0.09
H (7.459, -2.469, -1.427)  0.05
H (6.140, -2.876, -2.545)  0.08
H (4.650, -1.987, -0.404)  0.04
H (5.634, 0.489, -1.644)  0.03
H (5.710, -0.744, -2.889)  0.10
H (1.911, -1.600, -3.421)  0.09
H (3.505, -2.348, -3.355)  0.13
C (-1.356, 0.446, -0.105)  -1.52
Cl (-2.039, 0.150, -1.703)  0.54
Cl (-0.998, 2.161, 0.097)  0.57
Cl (-2.419, -0.127, 1.174)  0.52
H (-0.428, -0.104, -0.036)  -0.03
C (-3.970, 3.538, -2.920)  -1.53
Cl (-5.544, 3.827, -2.192)  0.55
Cl (-4.124, 2.564, -4.387)  0.49
Cl (-3.164, 5.083, -3.250)  0.46
H (-3.362, 2.993, -2.207)  -0.02
C (-1.013, 5.931, 1.062)  -1.56
Cl (-1.589, 5.677, -0.596)  0.49
Cl (-0.702, 7.634, 1.370)  0.55
Cl (-2.170, 5.276, 2.222)  0.52
H (-0.088, 5.389, 1.180)  -0.07
C (1.768, -4.219, 1.447)  -1.54
Cl (0.713, -2.895, 1.954)  0.56
Cl (3.209, -4.301, 2.461)  0.52
Cl (0.906, -5.756, 1.485)  0.58
H (2.078, -4.031, 0.429)  -0.05
C (0.038, 1.755, -5.191)  -1.49
Cl (-0.752, 2.918, -4.128)  0.55
Cl (1.804, 1.950, -5.131)  0.52
Cl (-0.427, 0.098, -4.799)  0.46
H (-0.278, 1.955, -6.207)  0.01
C (-0.194, -7.105, 5.022)  -1.54
Cl (-1.258, -6.054, 5.958)  0.56
Cl (1.133, -7.712, 6.008)  0.54
Cl (-1.112, -8.432, 4.303)  0.55
H (0.235, -6.521, 4.221)  -0.04
C (0.002, -4.110, 8.939)  -1.55
Cl (0.246, -4.992, 10.443)  0.54
Cl (-1.174, -2.812, 9.146)  0.50
Cl (1.534, -3.478, 8.329)  0.51
H (-0.386, -4.801, 8.204)  -0.05
C (-5.735, 2.052, 2.776)  -1.52
Cl (-4.262, 2.127, 3.747)  0.51
Cl (-6.953, 3.136, 3.450)  0.57
Cl (-5.413, 2.457, 1.091)  0.52
H (-6.117, 1.041, 2.818)  0.02
C (-3.128, -1.389, 5.675)  -1.51
Cl (-1.658, -1.329, 6.646)  0.51
Cl (-4.356, -0.305, 6.323)  0.53
Cl (-2.767, -1.000, 3.986)  0.46
H (-3.514, -2.399, 5.713)  0.02
C (-4.501, -0.456, -6.878)  -1.53
Cl (-4.955, -1.988, -7.623)  0.55
Cl (-3.923, -0.709, -5.232)  0.48
Cl (-3.262, 0.362, -7.836)  0.49
H (-5.378, 0.177, -6.840)  0.02
C (-1.938, 2.621, -11.276)  -1.56
Cl (-2.440, 1.102, -12.014)  0.54
Cl (-1.384, 2.356, -9.621)  0.45
Cl (-0.688, 3.409, -12.234)  0.54
H (-2.797, 3.278, -11.232)  -0.01
C (10.154, 0.520, -2.038)  -1.53
Cl (8.388, 0.718, -2.049)  0.49
Cl (10.594, -0.913, -1.114)  0.54
Cl (10.782, 0.441, -3.676)  0.56
H (10.576, 1.387, -1.548)  0.02
C (3.635, 3.603, 1.844)  -1.57
Cl (3.995, 2.598, 3.247)  0.55
Cl (2.249, 4.645, 2.136)  0.59
Cl (5.050, 4.517, 1.328)  0.56
H (3.356, 2.945, 1.042)  -0.06
C (-2.903, -11.676, 3.169)  -1.57
Cl (-4.629, -11.349, 3.027)  0.53
Cl (-2.595, -12.957, 4.338)  0.53
Cl (-2.203, -12.072, 1.598)  0.52
H (-2.422, -10.776, 3.527)  -0.05
C (-5.379, 5.001, 6.186)  -1.57
Cl (-4.915, 4.396, 7.776)  0.53
Cl (-6.798, 6.046, 6.306)  0.54
Cl (-4.037, 5.853, 5.424)  0.52
H (-5.637, 4.156, 5.563)  -0.07
C (-6.097, 8.676, 9.127)  -1.57
Cl (-5.628, 8.061, 10.713)  0.52
Cl (-7.513, 9.720, 9.253)  0.52
Cl (-4.754, 9.532, 8.366)  0.52
H (-6.356, 7.833, 8.504)  -0.05
C (-3.723, 5.449, -8.103)  -1.53
Cl (-2.086, 5.828, -8.646)  0.53
Cl (-4.259, 3.890, -8.747)  0.53
Cl (-3.811, 5.432, -6.348)  0.52
H (-4.384, 6.216, -8.481)  -0.04
C (-2.960, 9.313, -9.978)  -1.56
Cl (-3.598, 8.990, -11.588)  0.53
Cl (-2.491, 11.001, -9.807)  0.54
Cl (-4.138, 8.864, -8.738)  0.55
H (-2.081, 8.699, -9.834)  -0.01
C (6.246, -2.757, 4.776)  -1.53
Cl (7.617, -1.870, 4.114)  0.49
Cl (4.789, -1.766, 4.703)  0.51
Cl (6.011, -4.288, 3.928)  0.50
H (6.450, -2.981, 5.814)  0.02
C (-1.145, -3.768, -5.853)  -1.53
Cl (-1.342, -2.783, -4.400)  0.46
Cl (0.563, -3.926, -6.290)  0.52
Cl (-1.878, -5.350, -5.638)  0.56
H (-1.652, -3.264, -6.667)  0.01
C (4.596, -7.756, 8.047)  -1.56
Cl (4.821, -8.672, 9.534)  0.54
Cl (3.460, -6.429, 8.288)  0.48
Cl (6.141, -7.155, 7.438)  0.52
H (4.183, -8.423, 7.302)  0.00

Values from the calculation:
Kohn-Sham gap (eV): 6.73
Lowest unoccupied orbital energy (eV): -5.02
Net charge: +1

=====

2.
# C6H15N4OPb

A structure of composition C6H15N4OPb in a non-equilibrium geometry (wB97M-V/def2-TZVPD, the Open Molecules 2025 dataset).

Last column: natural (NBO) charge in e.
Atoms and positions in Å:
C (0.954, -4.094, 2.052)  -1.23
Pb (-0.199, -2.281, 1.216)  0.51
N (1.142, -2.464, -0.934)  -1.06
H (-2.687, -0.950, 1.041)  -0.02
H (-2.326, -0.684, 0.396)  0.02
H (0.450, -4.307, 3.011)  0.19
H (2.006, -3.921, 2.291)  0.19
H (0.871, -4.941, 1.352)  0.19
H (1.828, -1.701, -0.932)  0.39
H (0.525, -2.271, -1.728)  0.39
H (1.634, -3.339, -1.123)  0.37
C (0.801, 3.481, 1.250)  -0.40
N (0.277, 2.521, 0.301)  -0.45
C (-0.408, 3.018, -0.760)  -0.17
C (-0.960, 2.168, -1.677)  -0.40
C (-0.836, 0.784, -1.429)  0.32
N (-0.141, 0.279, -0.417)  -0.71
C (0.423, 1.146, 0.494)  0.77
O (1.012, 0.677, 1.489)  -0.72
N (-1.418, -0.134, -2.267)  -0.84
H (1.468, 4.181, 0.746)  0.17
H (1.341, 2.970, 2.035)  0.24
H (-0.012, 4.062, 1.688)  0.17
H (-0.473, 4.100, -0.812)  0.17
H (-1.507, 2.512, -2.548)  0.19
H (-2.124, 0.212, -2.907)  0.37
H (-1.643, -1.027, -1.828)  0.38

Values from the calculation:
Kohn-Sham gap (alpha / beta) (eV): 4.06 / 4.87
Lowest unoccupied orbital energy (alpha / beta) (eV): 3.46 / 3.51
Net charge: -1

=====

3.
# C3H12NO3S

A cluster of 3 separate species, C3H12NO3S in total in a non-equilibrium geometry (wB97M-V/def2-TZVPD, the Open Molecules 2025 dataset).

Last column: natural (NBO) charge in e.
Atoms and positions in Å:
C (0.713, -0.802, -0.641)  -0.27
C (1.954, -0.542, 0.195)  -0.48
S (1.716, 1.065, 1.078)  -0.17
N (-0.432, -0.935, 0.290)  -0.75
C (-1.683, -0.811, -0.692)  0.14
O (-1.731, -1.650, -1.687)  -0.92
H (0.743, -1.673, -1.295)  0.22
H (0.534, 0.025, -1.318)  0.19
H (2.163, -1.299, 0.953)  0.21
H (2.845, -0.435, -0.452)  0.21
H (0.656, 0.563, 1.786)  0.18
H (-0.718, -1.901, 0.484)  0.36
H (-1.804, 0.297, -0.993)  0.05
H (-2.606, -0.984, -0.044)  0.05
H (1.230, 2.531, -1.580)  0.48
H (2.214, 2.869, -0.385)  0.48
O (1.963, 3.097, -1.294)  -0.97
H (-2.677, -0.557, 1.812)  0.47
H (-2.189, 0.813, 1.676)  0.47
O (-2.892, 0.327, 2.107)  -0.96

Values from the calculation:
Kohn-Sham gap (eV): 6.33
Lowest unoccupied orbital energy (eV): 3.16
ΔE to the lowest compared entry with this formula, charge and spin (kcal/mol): 35.5
Net charge: -1